[1]
{"formula": "C5H8O", "method": "ωB97M-V/def2-TZVPD", "de_lowest_ev": 1.9506, "homo_ha": -0.3134, "energy_ha": -270.48621, "fmax_ev_per_a": 0.27, "charge": 0, "orbital_gap_ha": 0.3539, "smiles": "COC1=CCC1", "symbols": ["O", "C", "C", "C", "C", "C", "H", "H", "H", "H", "H", "H", "H", "H"], "coordinates": [[-1.5453, 0.1774, 0.1536], [0.8924, 0.4256, -0.2837], [1.6404, -0.8893, -0.3885], [0.2507, -1.5925, -0.2474], [-0.2826, -0.1943, -0.1076], [-1.6506, 1.5314, 0.5621], [2.1753, -1.0886, -1.3238], [-1.2225, 1.6570, 1.5652], [-1.1266, 2.1968, -0.1343], [-0.0775, -2.1322, -1.1416], [-2.7120, 1.7821, 0.5767], [2.3094, -1.0941, 0.4553], [1.2170, 1.4595, -0.3146], [0.1320, -2.2388, 0.6287]]}

***

[2]
{"formula": "C31H38AuN6OP", "method": "ωB97M-V/def2-TZVPD", "de_lowest_ev": 0.5037, "homo_ha": -0.5148, "energy_ha": -2084.46285, "fmax_ev_per_a": 1.53, "charge": 2, "orbital_gap_ha": 0.2395, "symbols": ["Au", "P", "O", "N", "N", "N", "N", "N", "N", "C", "C", "C", "C", "C", "C", "C", "C", "C", "C", "C", "C", "C", "C", "C", "C", "C", "C", "C", "C", "C", "C", "C", "C", "C", "C", "C", "C", "C", "C", "C", "H", "H", "H", "H", "H", "H", "H", "H", "H", "H", "H", "H", "H", "H", "H", "H", "H", "H", "H", "H", "H", "H", "H", "H", "H", "H", "H", "H", "H", "H", "H", "H", "H", "H", "H", "H", "H", "H"], "coordinates": [[0.0072, -0.8962, -0.1656], [-0.3727, 1.1062, -1.6458], [2.3735, -3.3565, -2.0633], [0.3764, -2.1203, -1.7062], [-0.6052, -4.6694, 1.7712], [-2.2915, -1.4636, 1.0570], [-0.7056, 0.6839, 3.6739], [0.2726, -2.7629, 1.1112], [0.0306, 0.0701, 1.7034], [-2.2268, -0.8188, 2.3657], [3.1714, 1.7088, 2.8332], [1.4030, 2.8301, -3.1002], [2.6736, 2.1748, 4.0567], [2.9286, -5.7035, 2.2278], [-0.2570, -0.1992, -4.1606], [-1.7259, 1.8215, -4.0163], [2.6983, -3.4434, 1.3741], [2.3589, 0.8504, -1.9309], [1.2968, 1.9559, -1.8503], [-3.3737, 2.6163, 0.6440], [1.5604, -5.8988, 2.2632], [-0.9821, 0.0092, 2.5454], [2.3777, 0.9983, 1.9559], [-2.3913, 1.8004, 0.1082], [1.4936, 2.7919, -0.5784], [1.3182, -3.6236, 1.4100], [1.4120, -2.7339, -1.8460], [-2.3996, -0.2825, -2.8340], [1.0577, 0.7704, 2.3302], [0.7710, -4.8418, 1.8369], [-1.2142, 0.5874, -3.2731], [-2.6479, 4.4059, -0.7844], [-2.2367, -2.9202, 1.0559], [-1.5421, 2.2696, -0.8945], [-1.6742, 3.5886, -1.3321], [3.4872, -4.4950, 1.7947], [0.5859, 1.1886, 3.5792], [1.3805, 1.9079, 4.4617], [-3.5051, 3.9217, 0.1942], [-0.8503, -3.4254, 1.3187], [4.5628, -4.3863, 1.7906], [0.6304, 3.5931, -3.1552], [-4.2726, 4.5624, 0.6062], [-2.9361, -0.6226, -3.7208], [1.1283, -6.8240, 2.6195], [1.2637, 2.2151, 0.3186], [-0.8241, -0.6818, -4.9592], [-3.1010, 0.2850, -2.2190], [-2.2764, 1.4687, -4.8905], [-0.9220, 2.4646, -4.3697], [4.2067, 1.8948, 2.5824], [2.2489, 0.2534, -2.8371], [2.5325, 3.1189, -0.5126], [-3.1090, -0.1972, 2.5364], [-2.2116, -1.5717, 3.1610], [2.3074, 0.1797, -1.0736], [2.7739, 0.6009, 1.0312], [-1.2956, -5.3772, 1.9650], [-1.0432, 3.9807, -2.1157], [-2.4178, 2.4033, -3.4116], [-2.9291, -3.3667, 1.7790], [-1.3226, 0.8103, 4.4602], [-3.1248, -1.1720, 0.5649], [2.3627, 3.3490, -3.0671], [3.3269, 2.7366, 4.7095], [3.1321, -2.5182, 1.0171], [0.4987, 0.4375, -4.6199], [1.3858, 2.2354, -4.0122], [-2.2713, 0.7839, 0.4571], [-2.0576, -1.1651, -2.2897], [3.5822, -6.5035, 2.5460], [-2.7491, 5.4242, -1.1344], [-2.5240, -3.2623, 0.0574], [0.2244, -0.9951, -3.6108], [1.0133, 2.2207, 5.4297], [0.8648, 3.6802, -0.5822], [3.3532, 1.2994, -1.9483], [-4.0445, 2.2428, 1.4068]]}

***

[3]
{"formula": "C60H150N10O20", "method": "ωB97M-V/def2-TZVPD", "de_lowest_ev": 6.5583, "homo_ha": -0.3106, "energy_ha": -4427.71868, "fmax_ev_per_a": 2.59, "charge": 0, "orbital_gap_ha": 0.3235, "smiles": "COCCNCCOC.COCCNCCOC.COCCNCCOC.COCCNCCOC.COCCNCCOC.COCCNCCOC.COCCNCCOC.COCCNCCOC.COCCNCCOC.COCCNCCOC", "symbols": ["O", "O", "O", "O", "O", "O", "O", "O", "O", "O", "O", "O", "O", "O", "O", "O", "O", "O", "O", "O", "N", "N", "N", "N", "N", "N", "N", "N", "N", "N", "C", "C", "C", "C", "C", "C", "C", "C", "C", "C", "C", "C", "C", "C", "C", "C", "C", "C", "C", "C", "C", "C", "C", "C", "C", "C", "C", "C", "C", "C", "C", "C", "C", "C", "C", "C", "C", "C", "C", "C", "C", "C", "C", "C", "C", "C", "C", "C", "C", "C", "C", "C", "C", "C", "C", "C", "C", "C", "C", "C", "H", "H", "H", "H", "H", "H", "H", "H", "H", "H", "H", "H", "H", "H", "H", "H", "H", "H", "H", "H", "H", "H", "H", "H", "H", "H", "H", "H", "H", "H", "H", "H", "H", "H", "H", "H", "H", "H", "H", "H", "H", "H", "H", "H", "H", "H", "H", "H", "H", "H", "H", "H", "H", "H", "H", "H", "H", "H", "H", "H", "H", "H", "H", "H", "H", "H", "H", "H", "H", "H", "H", "H", "H", "H", "H", "H", "H", "H", "H", "H", "H", "H", "H", "H", "H", "H", "H", "H", "H", "H", "H", "H", "H", "H", "H", "H", "H", "H", "H", "H", "H", "H", "H", "H", "H", "H", "H", "H", "H", "H", "H", "H", "H", "H", "H", "H", "H", "H", "H", "H", "H", "H", "H", "H", "H", "H", "H", "H", "H", "H", "H", "H", "H", "H", "H", "H", "H", "H", "H", "H", "H", "H", "H", "H", "H", "H", "H", "H", "H", "H"], "coordinates": [[-1.0746, 6.2450, -6.1710], [-7.0602, 5.6528, -0.6513], [-0.5577, -0.6815, -2.6875], [3.8237, 2.9584, -4.2792], [-0.8182, -0.9534, 3.5448], [-0.4961, 5.8033, 7.8576], [-7.5499, -1.5412, -1.4203], [-3.6176, 4.3690, 10.0530], [4.2674, -4.0759, 2.2121], [-0.1332, -7.8957, 9.9091], [5.5750, 4.0642, 18.6561], [0.4326, -3.3063, -11.2796], [6.9070, 0.2596, 6.4995], [2.4397, 1.1975, -11.4022], [-12.7597, -1.2240, -11.4770], [-4.2780, -8.2269, 8.2344], [9.0637, -1.7687, -13.0019], [13.1603, -0.2788, -11.5026], [-8.6193, 0.2909, -9.3104], [3.3808, -0.0403, 16.0507], [11.6809, -0.6153, -14.0300], [1.0706, 4.2824, -3.9054], [5.6066, -1.8518, 3.6782], [5.7583, 2.3033, 16.1450], [-2.5021, -9.2081, 10.1694], [0.2788, -0.6442, -12.2819], [-1.6097, -0.2030, -0.0673], [-7.1910, 1.8989, -0.0186], [-11.4649, 0.5749, -9.3513], [-3.3602, 5.6464, 7.6010], [-3.4557, -10.0987, 9.5046], [-1.0076, 7.0512, -7.3813], [-1.7365, -1.5093, -0.6930], [-0.0768, -1.8722, -13.0288], [9.2514, -0.4647, -13.5525], [-0.1231, -8.9527, 10.8937], [6.9613, -0.6616, 5.3752], [0.1405, 4.6934, 8.4753], [-4.4580, 3.9107, 9.0058], [8.1860, 0.7282, 6.9153], [0.1675, -4.3588, -10.4202], [0.1085, 5.4785, -5.8724], [-1.1584, 5.4407, 6.6571], [-12.7940, 0.6713, -10.0216], [0.2215, -1.0179, -3.8274], [-7.3863, -0.0513, -8.6911], [-1.2503, -9.9078, 10.5823], [-3.0422, 3.3154, 10.7979], [-7.4616, 3.2397, -0.6205], [-4.7089, -9.2354, 9.1127], [4.1475, 1.6662, -3.8456], [-1.3328, -1.8145, 4.5894], [13.4437, 0.4356, -12.6743], [1.3812, 1.6814, -12.2383], [-0.6358, -1.7317, -1.7492], [5.6301, -4.0970, 2.6847], [-9.2712, 1.4024, -8.6748], [-6.7729, 4.4736, 0.0839], [2.3986, 4.8563, -3.7422], [-13.4769, -0.6299, -10.3771], [12.1530, 0.6784, -13.4505], [14.2508, -0.5443, -10.7089], [0.0384, 5.1576, -4.4069], [-2.4838, 4.7643, 6.8296], [-7.8140, 0.8749, -0.8646], [-7.7220, -0.6133, -0.3362], [5.5576, -1.0041, 4.8093], [-13.2513, -2.4425, -11.9555], [5.6260, 1.8220, 17.5348], [-6.9401, 6.9798, -0.0640], [-8.8088, -1.8427, -2.0407], [1.0301, -7.0469, 9.8698], [0.8516, 0.4828, -13.1289], [-5.0600, -7.0496, 8.3131], [3.3274, 3.7784, -3.2180], [-4.6902, 5.0044, 7.9194], [5.2290, 1.2625, 15.2443], [2.0000, -0.2279, 16.2260], [3.4821, -5.0412, 2.8606], [-0.8576, -0.2558, 1.2475], [5.7776, -3.2621, 3.9928], [3.7319, 1.0173, 15.1979], [-0.6334, -2.9974, -12.1355], [10.3370, -0.4983, -14.6598], [-1.5692, -1.0396, 2.3571], [6.2334, 4.9664, 19.4594], [3.1527, 2.0935, -10.6638], [8.2059, -1.7335, -11.8834], [-10.5631, 1.7184, -9.4413], [6.2923, 2.8190, 18.4984], [0.8806, 4.9747, 9.2245], [-0.5144, 4.0070, 9.0120], [7.4594, -1.5810, 5.6828], [-8.7458, 2.3565, -8.7175], [-7.0679, 3.2385, -1.6369], [12.4273, 1.4480, -14.1720], [1.4520, 0.6938, 16.4212], [1.2057, -6.6301, 8.8780], [-5.9349, 6.9705, 0.3573], [10.2939, 0.4271, -15.2343], [-5.4513, -9.8404, 8.5921], [0.0313, 4.5505, -6.4389], [-0.8275, -3.8928, -12.7259], [-0.6762, -1.6612, -13.9144], [3.3161, -4.9304, 3.9322], [1.0508, -4.7274, -9.8987], [-0.2234, 7.8034, -7.2954], [8.6997, 1.3904, 6.2182], [-0.9785, -10.6152, 9.7989], [-1.1892, 0.4085, -0.7524], [-4.5891, -6.1900, 7.8362], [-7.2937, 0.9749, -1.8173], [-14.3173, -2.4787, -12.1799], [-13.0060, -3.2268, -11.2394], [0.1630, -0.1430, -4.4749], [7.4890, -0.2606, 4.5099], [-3.0314, -10.6686, 8.6779], [4.9569, -1.5040, 5.5691], [-0.6074, -1.8100, 5.4030], [0.6963, 4.1690, 7.6980], [-6.1872, 1.8195, 0.0598], [3.6817, 2.8577, -11.2331], [-8.5148, 3.5057, -0.7107], [-8.6640, -2.1838, -3.0658], [8.3323, -0.0689, -13.9846], [-8.6383, -0.8037, 0.2226], [10.1675, -1.2934, -15.3859], [-2.9561, 5.9744, 8.4666], [3.8587, -6.0376, 2.6294], [-0.5670, 0.7722, 1.4641], [-2.6063, 3.8028, 11.6700], [5.1992, 3.1375, 16.0369], [-7.2477, 4.5360, 1.0631], [-7.0554, 0.8134, -8.1160], [-4.1531, 2.9798, 8.5276], [14.9112, -1.1914, -11.2861], [-7.0928, 7.7539, -0.8161], [3.4835, 0.7333, 14.1753], [-6.6464, -0.3301, -9.4414], [11.5873, -1.2439, -13.2451], [3.1508, 1.9069, 15.4410], [4.1762, 4.2686, -2.7410], [-9.4122, -2.4948, -1.4093], [1.8075, -0.9026, 17.0601], [-0.8979, 4.6218, -4.2507], [-1.3623, 6.3747, 6.1334], [-0.6940, -2.7336, -2.1745], [2.4648, 2.5911, -9.9801], [-2.3566, -1.6407, 4.9206], [-6.8650, -0.7634, 0.3204], [-6.0693, -7.2110, 7.9344], [14.0471, -1.0277, -9.7535], [4.7834, -1.7345, 3.1049], [-5.1892, -6.8304, 9.3730], [5.7281, 0.2987, 15.3450], [-0.5084, 4.8262, 6.0342], [-10.9439, -0.2142, -9.7062], [7.3041, 2.9407, 18.1114], [0.9833, -0.8991, -11.6045], [6.4705, 2.3871, 19.4832], [7.2322, -1.3473, -12.1846], [14.7867, 0.3190, -10.3144], [4.5503, 1.8032, 17.7098], [-10.3110, 1.9821, -10.4684], [-3.8515, 2.6729, 11.1449], [-5.6923, 4.4582, 0.2259], [1.1505, -6.3732, 10.7182], [11.4418, 1.1997, -12.8098], [8.5302, -1.1149, -11.0465], [0.8091, -9.4975, 11.0433], [-0.6276, -3.9734, -9.7820], [-1.3335, -2.8397, 4.2190], [-5.3753, 3.5612, 9.4797], [-7.6696, 7.0731, 0.7404], [-0.1903, -1.9041, -4.3102], [-1.6725, -2.3461, 0.0026], [-9.4078, 1.1156, -7.6321], [2.7744, 5.2067, -4.7035], [2.4860, -5.0659, 2.4188], [-12.6946, -2.7553, -12.8389], [-2.3166, 3.8231, 7.3533], [6.0870, 4.6434, 20.4901], [0.8491, -2.2505, -13.4622], [1.1384, 3.4878, -4.5252], [3.3422, 1.2193, -3.2625], [-5.3613, 5.7963, 8.2518], [-14.5170, -0.4621, -10.6566], [0.5153, 2.0270, -11.6736], [7.9365, 1.3575, 7.7696], [5.0248, -3.5481, 4.7274], [1.5647, 0.1581, -13.8866], [-9.3694, -0.9215, -2.1998], [-5.2397, -8.9493, 10.0207], [-3.8800, -10.7913, 10.2315], [14.0266, -0.2240, -13.3171], [7.3080, 4.9549, 19.2768], [0.9529, 6.1268, -6.1067], [-2.5773, -0.6449, 2.4838], [0.0121, 6.0333, -3.7584], [-2.2949, 2.7115, 10.2833], [-0.1811, -8.5638, 11.9103], [3.9003, 1.5284, -10.1072], [-1.3999, -10.6134, 11.3995], [6.0212, -5.0955, 2.8804], [4.3981, 1.0224, -4.6887], [-2.2736, -8.3720, 9.6510], [5.1855, -0.0513, 4.4326], [5.9215, 6.0087, 19.3916], [8.8117, -0.0708, 7.3128], [6.7485, -3.3124, 4.4857], [6.3179, -3.6986, 1.9389], [0.2963, -1.7847, -1.1867], [-1.9932, 7.5074, -7.4732], [13.8923, 1.4092, -12.4774], [0.0211, 0.9533, -13.6551], [-5.0666, 4.5190, 7.0189], [-13.4174, 1.2079, -9.3065], [5.5739, 1.6099, 14.2704], [-0.3255, -5.2117, -10.8868], [-12.7061, 1.2781, -10.9228], [5.1188, 1.5672, -3.3610], [1.6186, 2.5186, -12.8947], [1.2748, -1.1924, -3.6081], [8.0682, -2.7131, -11.4256], [0.0888, -0.7537, 1.0368], [2.3988, 5.6744, -3.0219], [5.9878, 0.7954, 17.5921], [-1.6524, -2.1055, 2.1451], [-2.8880, 4.3709, 5.8969], [9.4810, 0.2332, -12.7473], [-8.8698, 1.1080, -1.0026], [1.4639, -0.6410, 15.3716], [-2.7315, -1.6128, -1.1259], [1.8627, -7.7410, 9.9846], [-0.8457, 6.4589, -8.2819], [-13.5165, -1.2840, -9.5060], [-1.5072, -2.6426, -11.5890], [-7.4934, -0.9738, -8.1204], [2.8990, 3.2345, -2.3761], [-10.9214, 2.6645, -9.0356]]}

***

[4]
{"formula": "C23H15Br3N6O3V", "method": "ωB97M-V/def2-TZVPD", "de_lowest_ev": 0.5067, "homo_ha": [-0.2577, -0.2748], "energy_ha": -10105.93321, "fmax_ev_per_a": 0.46, "charge": 0, "s2": 3.76, "multiplicity": 4, "orbital_gap_ha": [0.2393, 0.2545], "symbols": ["Br", "Br", "Br", "V", "O", "O", "O", "N", "N", "N", "N", "N", "N", "C", "C", "C", "C", "C", "C", "C", "C", "C", "C", "C", "C", "C", "C", "C", "C", "C", "C", "C", "C", "C", "C", "C", "H", "H", "H", "H", "H", "H", "H", "H", "H", "H", "H", "H", "H", "H", "H"], "coordinates": [[4.8184, -0.4551, -2.2539], [-0.6369, -3.1470, 2.2177], [4.4106, 5.1324, -1.5084], [-0.1310, -0.3461, -1.3132], [0.3906, -0.5431, 0.6529], [-1.4272, 0.6691, 1.1116], [1.7751, -0.2747, -1.9607], [-2.3015, -0.9772, -1.2856], [-4.3328, -1.6234, -0.9537], [0.2286, 1.8456, -1.5106], [-0.0751, -2.4795, -1.4310], [-0.0731, -5.2421, -1.3038], [-3.6361, -2.7692, -1.0427], [-2.4126, -2.3415, -1.2391], [3.7339, 1.0663, -1.9532], [0.1087, -0.9189, 5.6132], [-2.0515, 2.6228, -1.2953], [-0.0702, 4.1895, -1.2578], [4.3307, 2.3270, -1.8452], [1.5739, 2.0515, -1.6182], [2.1571, 3.3345, -1.5242], [-0.2835, -0.3730, 2.9046], [-0.1102, 0.6591, 3.8196], [-0.2844, -1.6801, 3.3791], [-0.5773, 2.8801, -1.3576], [-1.2084, -4.5568, -1.2740], [-0.0950, -1.9611, 4.7226], [-1.2158, -3.1713, -1.3331], [1.0661, -3.1605, -1.4562], [1.0565, -4.5474, -1.3887], [-3.5307, -0.5614, -1.0865], [0.0968, 0.3925, 5.1627], [3.5622, 3.4372, -1.6379], [-0.4727, -0.0427, 1.4442], [2.3627, 0.8723, -1.8532], [1.2744, 4.4157, -1.3277], [1.6724, 5.4180, -1.2463], [-5.3232, -1.6480, -0.7801], [-0.1378, 1.6778, 3.4545], [-2.3631, 2.0624, -2.1797], [5.4046, 2.4145, -1.9300], [-3.8601, 0.4603, -1.0142], [0.2671, -1.1348, 6.6617], [-2.2614, 2.0319, -0.4024], [-0.1116, -2.9866, 5.0645], [1.9740, -2.5741, -1.5279], [0.2450, 1.2074, 5.8592], [1.9815, -5.1086, -1.4024], [-0.7613, 5.0100, -1.1220], [-2.1356, -5.1101, -1.1927], [-2.6106, 3.5560, -1.2592]]}